Formula: C3H8N2O2
Source: the Open Molecules 2025 dataset
Level of theory: wB97M-V/def2-TZVPD

The geometry in ORCA input format:
```
! wB97M-V def2-TZVPD RIJCOSX def2/J DEFGRID3
* xyz 0 1
C 0.97191 1.08067 0.39958
C -0.28480 0.92530 -0.38440
C -1.58021 0.78786 0.31846
N -1.54308 -0.38201 -0.58734
O -0.87421 -1.42584 0.10100
N 0.38168 -1.53952 -0.65144
O 1.25953 -2.47016 -0.02383
H 1.85810 0.86877 -0.20317
H 1.06361 2.12076 0.73616
H 0.97070 0.45757 1.29814
H -0.27746 1.44220 -1.33625
H -1.55254 0.58961 1.38953
H -2.35584 1.47751 -0.00395
H 0.07169 -2.03844 -1.49090
H 1.89092 -1.89429 0.43839
*
```

SMILES = C[C@@H]1CN1ONO


Formula: C3H8N2O2
Source: the Open Molecules 2025 dataset
Level of theory: wB97M-V/def2-TZVPD

The geometry in ORCA input format:
```
! wB97M-V def2-TZVPD RIJCOSX def2/J DEFGRID3
* xyz 0 1
H 1.20751 -1.31185 2.92263
N 1.22429 -1.44286 1.91033
C 0.63398 -0.49566 1.30166
O 1.18249 -0.14926 -0.02403
C 0.14774 0.33981 -0.81405
C 0.11452 1.85568 -0.82667
O -1.11272 -0.15297 -0.16432
N -1.53375 -1.48728 -0.48006
H -0.06184 0.18891 1.79602
H 0.18463 -0.07660 -1.82784
H 1.07191 2.24798 -1.18219
H 0.00139 2.24462 0.18955
H -0.72017 2.21774 -1.43213
H -0.98626 -2.15975 0.06250
H -1.35371 -1.81851 -1.43141
*
```

SMILES = [H]/N=C/O[C@H](C)ON


Calculated values (eV) of relative energy (zero: lowest compared OMol25 entry of this formula, charge and spin) for the records, taken in order: 7.9559 4.3419.
Calculated values (Eh) of E_HOMO for the records, taken in order: -0.3251 -0.3614.
Calculated values (g/mol) of M for the records, taken in order: 104.1 104.1.